# 1
18
Properties=species:S:1:pos:R:3:lowdin_charge:R:1 method="wB97M-V/def2-TZVPD" lumo_energy_ev=-5.05 charge=+1 fmax_ev_per_a=4.56 orbital_gap_ev=7.92 relative_energy_kcal_mol=39.3
Cl 1.70058 -1.71413 -0.42969 0.863
S -2.49780 -0.42593 0.35095 1.093
N 1.09243 0.92188 -0.73484 -0.026
N 1.87337 1.14649 1.33022 0.156
N -0.52287 -2.97074 0.11743 0.154
C -2.42344 1.20554 0.02365 -0.357
C -0.01093 -1.79867 -0.03887 -0.666
C -0.69859 -0.61319 0.05299 -0.376
C -0.17541 0.68337 -0.40488 -0.301
C 2.13259 0.99408 0.14142 -0.384
C -1.14743 1.68916 -0.36194 -0.041
H -1.09397 2.66147 -0.64599 0.093
H 1.04013 1.29141 -1.68813 0.181
H -3.32196 1.83368 0.23930 0.113
H 3.07052 0.76253 -0.39785 0.133
H -1.58173 -2.86254 0.34269 0.163
H -0.06185 -3.83910 0.09319 0.120
H 2.62636 1.03469 2.01035 0.083

# 2
17
Properties=species:S:1:pos:R:3:lowdin_charge:R:1 method="wB97M-V/def2-TZVPD" lumo_energy_ev=-3.63 charge=+1 fmax_ev_per_a=0.15 orbital_gap_ev=10.07 relative_energy_kcal_mol=28.5 smiles=S[C@@H]1C[NH2+]CCO1
S 2.44593 0.36000 -0.68390 0.865
O 0.47567 1.09096 1.10499 -0.116
N -0.61464 -0.94049 -0.51297 0.064
C -1.41742 0.29699 -0.18465 -0.065
C 0.45462 -1.22202 0.50889 -0.107
C 1.30338 0.02652 0.70156 -0.645
C -0.49141 1.45553 0.14229 -0.178
H -1.08656 2.25164 0.58523 0.150
H -0.01371 1.85422 -0.75699 0.118
H -2.03870 0.52335 -1.05098 0.145
H -2.05644 0.03046 0.65533 0.146
H -0.07003 -1.45322 1.43618 0.149
H 1.52651 0.56405 -1.63951 -0.146
H 1.98356 -0.16231 1.53204 0.126
H 1.03461 -2.07456 0.16622 0.139
H -1.24423 -1.74179 -0.56298 0.187
H -0.19116 -0.85931 -1.44076 0.167

# 3
17
Properties=species:S:1:pos:R:3:lowdin_charge:R:1 method="wB97M-V/def2-TZVPD" lumo_energy_ev=0.77 fmax_ev_per_a=0.59 orbital_gap_ev=9.26 relative_energy_kcal_mol=7.1 smiles=CNC.CSS
S -1.97128 0.56882 -0.12433 0.337
S -0.91187 -0.99514 -0.95821 0.300
N 2.15161 -0.03065 0.55823 -0.217
C -1.85456 0.17370 1.64013 -0.490
C 1.94966 1.38756 0.30368 -0.155
C 2.93659 -0.66768 -0.48665 -0.158
H 1.38422 1.83814 1.11939 0.073
H 1.41978 1.53737 -0.63586 0.074
H 2.89289 1.95495 0.24991 0.076
H -0.83978 0.29614 2.00737 0.017
H -2.53115 0.86974 2.13641 0.025
H 0.31190 -0.71104 -0.45784 -0.235
H -2.19180 -0.84613 1.80226 0.024
H 2.60843 -0.15341 1.45509 0.103
H 3.09146 -1.72080 -0.25286 0.078
H 2.41881 -0.60826 -1.44410 0.070
H 3.92903 -0.20382 -0.59655 0.078

# 4
86
Properties=species:S:1:pos:R:3:lowdin_charge:R:1 method="wB97M-V/def2-TZVPD" lumo_energy_ev=3.84 charge=-2 fmax_ev_per_a=12.69 orbital_gap_ev=3.03 relative_energy_kcal_mol=133.2
P 1.96463 -1.18606 -3.13184 -0.309
O -1.63055 -0.25658 -3.84709 0.054
O -2.27406 0.56430 3.79135 0.012
O -2.55607 2.81292 -0.13464 -0.077
O 2.58401 2.32863 0.57712 0.007
O 1.98700 4.07726 -0.74132 -0.046
O -0.07912 -4.27940 1.58896 0.031
O 1.28151 0.18045 -3.21464 -0.421
O 0.95979 -1.92141 -2.37185 -0.468
O -3.13110 -1.54666 -2.81231 -0.008
O -0.49303 -0.35059 2.42327 0.054
O -2.02291 -4.88760 0.43560 0.050
O 3.41840 -0.53576 2.30301 -0.057
O 3.22174 -0.94866 -2.30649 -0.467
O 2.13818 -1.75210 -4.45150 -0.410
N 1.62527 -0.39736 0.07587 0.247
C -1.94944 -1.03382 -2.94674 -0.556
C -0.87315 -4.02510 2.72300 -0.221
C -4.13129 -0.99543 -3.67869 -0.174
C -1.68079 0.00920 2.69782 -0.351
C -2.32676 2.47898 -1.40571 -0.417
C -0.79988 -4.65356 0.54195 -0.501
C 2.66080 2.90936 -0.53248 -0.504
C -3.46449 2.34064 -2.30584 -0.052
C -2.60102 1.19209 6.04937 -0.066
C 0.01110 -3.32731 3.81724 -0.064
C -1.76775 0.56941 4.96736 -0.371
C 5.33853 0.52058 1.09947 -0.012
C -0.91700 2.52590 -2.05474 0.002
C -2.81970 -0.08592 1.60818 0.066
C 0.04622 -4.80729 -0.67171 0.019
C 1.34921 5.96530 -1.88245 -0.124
C -5.54215 -1.77376 -3.48896 -0.039
C -0.96809 -1.61278 -1.93389 -0.071
C 5.69709 -0.71602 3.45650 -0.040
C 4.77398 -0.30588 2.31185 -0.294
C 2.01362 4.66099 -2.10505 -0.273
C 3.36966 2.23173 -1.67726 -0.042
H -0.04622 -1.03233 -1.97938 -0.022
H -1.32416 -4.80623 3.30655 0.109
H 0.69682 -5.49675 -0.31487 0.047
H -6.31900 -1.07069 -4.06341 0.123
H -0.85040 1.52503 -2.72150 0.122
H 3.05116 4.76156 -2.56312 0.130
H 6.14838 0.31689 3.95308 0.145
H -3.21576 1.84925 -3.12588 -0.014
H 6.41222 -1.51994 3.07628 0.110
H 1.87958 6.52789 -0.98806 0.109
H 5.98087 0.05253 0.43048 0.056
H -3.58042 3.41789 -2.67777 0.119
H -4.40287 1.76374 -1.59277 0.181
H -0.66549 -2.69279 -2.34376 0.132
H -3.64668 0.75083 6.02559 0.103
H -4.33785 -0.00942 -3.47560 0.047
H 1.48897 6.30392 -2.98932 0.092
H -2.02401 1.35229 7.04471 0.117
H -0.93162 1.23390 4.91408 0.132
H -3.18304 -0.91341 2.14644 0.077
H -0.52182 2.46570 -1.10510 0.038
H -5.64196 -1.82647 -2.47929 0.030
H -2.43005 -0.18890 0.64875 0.051
H -0.31426 -5.13998 -1.50520 0.024
H 1.27836 0.16161 -0.90234 0.184
H -2.66529 2.15807 5.71286 0.030
H 4.43754 0.61278 0.52281 0.031
H -0.31931 -3.17157 4.86832 0.068
H -1.63517 -3.42275 2.37078 0.083
H 1.05982 -3.81575 3.98022 0.102
H -1.48556 -1.69720 -0.85264 0.097
H 0.75298 -3.97610 -1.08001 0.134
H 1.46554 -1.34371 -0.07940 0.062
H 2.46230 1.69889 -2.16113 0.084
H 4.21604 2.80911 -2.44866 0.150
H 0.18388 6.16206 -1.76118 0.105
H -3.37448 0.74536 1.63385 0.030
H 5.89102 1.40651 1.49986 0.097
H 3.93719 1.29031 -1.46722 0.046
H -1.55245 -0.41311 5.31070 0.119
H -3.94531 -1.34682 -4.84735 0.173
H 1.46012 4.01102 -2.72141 0.085
H 0.30870 -2.39385 3.40236 0.021
H 2.64328 -0.42867 -0.04538 0.069
H 1.15280 -0.21436 0.96469 0.078
H -5.64148 -2.62730 -3.76509 -0.060
H 5.29483 -1.04378 4.25760 -0.033
H -0.56012 3.24609 -2.78592 0.079

# 5
11
Properties=species:S:1:pos:R:3:lowdin_charge:R:1 method="wB97M-V/def2-TZVPD" lumo_energy_ev=0.37 fmax_ev_per_a=3.43 orbital_gap_ev=10.00 relative_energy_kcal_mol=0.0 smiles="N#CC(CS)=C(F)F"
S 0.78338 -2.19435 0.12076 0.657
F -1.06822 1.97032 -1.55447 0.112
F 1.20363 1.76026 -1.33558 0.144
N -2.55471 -0.12062 0.92753 0.172
C -1.52747 0.10691 0.48342 -0.188
C 0.94171 -0.42177 0.50810 -0.556
C -0.00220 1.36693 -0.91968 -0.243
C -0.13251 0.47200 0.06850 -0.221
H -0.75247 -2.33762 0.00438 -0.022
H 1.06526 -0.36206 1.51593 0.028
H 2.04360 -0.24000 0.18111 0.117

Repeat the fifth record exactly.
11
Properties=species:S:1:pos:R:3:lowdin_charge:R:1 method="wB97M-V/def2-TZVPD" lumo_energy_ev=0.37 fmax_ev_per_a=3.43 orbital_gap_ev=10.00 relative_energy_kcal_mol=0.0 smiles="N#CC(CS)=C(F)F"
S 0.78338 -2.19435 0.12076 0.657
F -1.06822 1.97032 -1.55447 0.112
F 1.20363 1.76026 -1.33558 0.144
N -2.55471 -0.12062 0.92753 0.172
C -1.52747 0.10691 0.48342 -0.188
C 0.94171 -0.42177 0.50810 -0.556
C -0.00220 1.36693 -0.91968 -0.243
C -0.13251 0.47200 0.06850 -0.221
H -0.75247 -2.33762 0.00438 -0.022
H 1.06526 -0.36206 1.51593 0.028
H 2.04360 -0.24000 0.18111 0.117